[1]
{
  "formula": "C51H61Cl3N4O5PbSSb2",
  "method": "the ωB97M-V functional and the def2-TZVPD basis",
  "energy_ha": -5026.88697,
  "lumo_ev": -4.42,
  "charge": 2,
  "e_homo_ev": -12.50,
  "elements": ["Sb", "C", "O", "H", "Cl", "H", "C", "H", "H", "C", "H", "H", "C", "C", "O", "H", "N", "C", "C", "H", "H", "C", "H", "C", "H", "H", "C", "Cl", "C", "H", "C", "H", "C", "S", "H", "C", "H", "H", "C", "H", "H", "C", "C", "H", "C", "H", "C", "C", "H", "H", "H", "C", "H", "N", "C", "H", "C", "C", "H", "H", "H", "H", "C", "C", "C", "H", "N", "H", "C", "C", "C", "C", "C", "H", "O", "O", "H", "Cl", "C", "C", "C", "H", "H", "H", "C", "C", "H", "H", "C", "H", "C", "H", "H", "C", "H", "O", "C", "N", "C", "C", "H", "H", "H", "Pb", "H", "H", "H", "H", "C", "H", "C", "C", "H", "C", "C", "H", "H", "H", "H", "C", "H", "H", "C", "C", "Sb", "H", "H", "H"],
  "xyz": [[-2.8671, -1.7083, 0.6821], [4.2692, 1.9143, 5.0670], [1.3387, 1.8585, 0.9147], [4.1836, 2.2788, 6.0827], [3.9866, 4.4892, 4.2924], [-6.6688, -0.0994, 3.9489], [-5.5742, 3.5017, 1.1386], [-6.4673, -0.9669, -1.0297], [-5.3316, -2.5812, 0.2818], [-4.6430, 4.1808, 1.9133], [5.0942, -1.5869, 2.2698], [7.7428, -2.5613, 4.2790], [4.4828, 0.9944, 2.4723], [2.7716, 2.5434, -4.8984], [5.8770, -1.8178, 4.1705], [-1.4570, -7.1972, 2.6209], [2.6855, -2.2942, 2.4887], [4.4594, 0.5693, 4.8108], [6.5291, -4.6237, 0.5841], [-3.4843, 5.4003, -5.9192], [-4.6467, 1.5521, -4.4526], [1.7998, -2.7911, 0.5504], [1.6770, -0.0528, -6.3385], [-2.4803, 3.7995, -3.1071], [1.5201, -3.2412, -0.3910], [4.4199, 4.2739, -3.4796], [-4.7055, -1.9976, -0.3943], [5.9314, -5.1080, 4.6404], [-4.8674, 0.0406, -2.0308], [-3.8656, -4.7045, 0.1130], [-5.4313, -0.6994, -0.8045], [-5.9055, 2.1656, -0.4938], [-4.1490, 3.4554, -5.3033], [5.9799, -5.7644, 1.7366], [4.3772, 2.6939, -2.6830], [2.7260, -3.2034, 1.4566], [2.3051, 5.1974, -4.6369], [-1.2987, -0.4315, -5.3379], [-4.0607, 2.4579, -4.3371], [2.2064, 1.4916, 0.6899], [-4.6485, -0.6646, -2.8350], [2.4978, 3.3184, -3.5964], [-2.7265, -6.0676, 1.3110], [1.6136, 5.2289, -3.0077], [4.2087, 2.8024, 4.0027], [-1.8107, 3.1059, 0.3997], [-3.0739, -4.8044, 0.8477], [-3.7176, -0.9847, 2.5190], [3.4425, 3.1303, -5.5262], [-1.7775, 1.4535, 1.9335], [3.0900, -1.9184, 4.5065], [-3.2880, 4.0348, 1.6493], [-4.9722, 4.8312, 2.7144], [0.9320, 1.8381, -2.0895], [1.0037, -1.5883, -3.6377], [2.2559, -1.6507, -5.8348], [-2.8724, 3.1862, 0.6278], [6.2621, -4.6610, 3.0209], [-0.2598, -5.2083, 3.4704], [-5.4723, -0.0109, 0.0391], [0.7278, -1.4952, -6.7160], [1.9008, -2.1994, -3.7826], [-3.4056, 4.6207, -5.1717], [-2.5705, 4.7932, -4.0724], [-5.6030, -0.2728, 3.8569], [-3.2471, -6.9429, 0.9399], [1.1973, -1.6357, 1.0081], [-1.8229, -0.9661, 3.5479], [1.6342, 2.4803, -2.7394], [1.7363, 4.6209, -3.9057], [3.6126, -2.2725, 3.6191], [-0.5091, -0.0062, -4.7164], [-2.4124, -3.6794, 1.3323], [3.3914, -4.0566, 1.4652], [-2.3648, -2.0490, -2.5498], [-1.0141, 0.8546, 1.8761], [-0.2281, 1.3748, 2.1001], [4.5256, 0.4679, 0.7988], [1.7646, -1.3630, 2.1738], [-5.0846, -0.7468, 2.6566], [-1.0473, -5.0924, 2.7342], [-1.3970, -2.0831, -2.6685], [-0.2307, 0.9634, -5.1289], [-4.8050, 3.3253, -6.1564], [-1.3895, -3.8294, 2.2713], [7.0456, -2.2919, 3.4896], [6.5540, -4.8893, -0.4634], [7.3061, -2.6133, 0.6191], [6.7605, -3.4663, 2.5913], [-5.7725, -0.9464, 1.8455], [3.8130, 3.6110, -2.8616], [-4.4873, -2.6057, -1.2695], [-6.6330, 3.6291, 1.3291], [-3.7987, 2.4731, -0.1381], [7.4835, -1.4811, 2.9015], [0.4059, -1.6003, -2.5444], [4.3193, 2.3521, 2.7010], [0.6577, -0.8849, -4.7061], [4.5711, 0.0753, 3.5103], [-3.2311, 2.6292, -3.2316], [1.2986, 2.7177, 0.4774], [-5.6016, 0.7566, -2.4051], [-2.5599, 4.5870, 2.2322], [-0.3683, -0.1725, -0.3951], [-1.8347, 3.9445, -2.2444], [-0.8595, -2.9595, 2.6468], [1.8431, 2.3765, -5.4498], [-2.7455, -0.1329, 5.6644], [-3.4031, -0.2955, 4.8176], [3.6356, 4.1079, -1.9059], [1.3725, -1.0311, -5.9706], [-5.1565, 2.6624, 0.1116], [4.2964, 3.0551, 1.8779], [4.8345, -1.4009, 3.3118], [-4.7631, -0.0381, 4.9361], [3.2438, 1.5805, -4.6917], [-1.9982, 5.7085, -3.9667], [-2.7193, -2.7343, -3.1287], [1.5288, -0.5205, 2.8118], [-2.8843, -0.7655, 3.6187], [3.9628, -3.2843, 3.7983], [-5.1679, 0.3255, 5.8730], [-1.7177, -6.2122, 2.2542], [6.9099, -3.4587, 1.1701], [-3.0701, 1.1723, -1.6795], [-0.8778, 0.1305, -3.7067], [0.7494, 4.4088, -4.3213], [4.5528, -0.1274, 5.6375]],
  "forces_ev_per_angstrom": [[-0.6, -0.3, 0.4], [0.0, 0.0, 0.1], [0.0, -0.1, 0.0], [0.0, 0.0, -0.1], [0.0, 0.0, 0.0], [0.1, 0.0, 0.0], [0.0, 0.0, 0.0], [0.0, 0.0, 0.0], [0.0, 0.0, 0.0], [0.0, 0.0, 0.0], [0.1, 0.0, -0.1], [0.0, 0.0, 0.1], [-0.1, 0.0, 0.1], [-0.1, 0.0, 0.1], [0.0, 0.0, 0.0], [0.0, 0.0, 0.0], [0.0, 0.1, 0.1], [0.0, 0.0, 0.0], [0.0, -0.1, -0.1], [0.0, 0.0, 0.0], [0.0, 0.0, 0.0], [-0.1, 0.1, -0.1], [0.0, 0.0, 0.0], [0.0, -0.1, -0.1], [0.0, 0.0, 0.1], [0.0, 0.0, 0.0], [0.0, 0.4, -0.1], [0.0, 0.0, 0.0], [0.0, -0.2, 0.1], [0.0, 0.0, 0.0], [0.2, -0.1, -0.1], [0.0, 0.0, 0.0], [0.0, 0.0, 0.0], [0.0, 0.0, 0.1], [0.0, 0.0, 0.0], [0.0, 0.0, 0.0], [0.0, 0.0, 0.0], [0.0, 0.0, 0.0], [0.1, 0.0, 0.0], [0.1, 0.0, 0.1], [0.0, 0.1, 0.0], [0.0, 0.0, -0.1], [0.0, -0.1, 0.0], [0.0, 0.0, 0.0], [0.0, 0.0, 0.0], [0.0, 0.0, 0.0], [0.0, 0.1, 0.0], [0.1, 0.0, 0.0], [0.0, 0.0, 0.0], [0.0, -0.1, 0.1], [0.0, 0.0, 0.0], [0.0, 0.0, 0.0], [0.0, 0.0, 0.0], [0.3, 0.2, -0.3], [-0.1, 0.1, 0.1], [0.0, 0.0, 0.0], [0.0, 0.0, 0.0], [0.0, -0.1, -0.1], [0.0, 0.0, 0.0], [-0.1, 0.0, 0.0], [0.0, 0.0, 0.0], [0.0, 0.0, 0.0], [0.0, 0.0, 0.1], [0.0, 0.0, 0.0], [0.0, 0.0, 0.0], [0.0, 0.1, 0.0], [0.1, 0.0, 0.2], [0.0, 0.0, 0.0], [-0.2, -0.1, 0.1], [0.0, -0.1, 0.1], [-0.1, 0.1, -0.1], [0.1, -0.1, -0.1], [0.1, 0.0, -0.1], [-0.1, 0.1, 0.0], [0.2, -0.1, -0.1], [0.0, 0.1, -0.1], [0.0, 0.1, -0.1], [0.0, 0.0, 0.0], [-0.1, -0.2, -0.1], [0.0, 0.0, 0.0], [0.0, 0.0, 0.0], [-0.2, 0.0, 0.0], [0.0, 0.0, 0.0], [0.0, 0.0, 0.1], [-0.1, -0.1, -0.1], [-0.1, 0.0, 0.0], [0.0, 0.0, 0.1], [0.0, -0.1, 0.1], [-0.1, 0.2, 0.0], [0.0, 0.0, 0.0], [0.0, 0.0, 0.0], [0.0, -0.1, 0.0], [0.0, 0.0, 0.0], [0.0, 0.0, 0.0], [0.0, 0.0, 0.0], [0.0, 0.0, -0.2], [0.0, 0.1, -0.1], [-0.1, 0.1, 0.0], [0.1, 0.0, -0.1], [0.1, -0.1, -0.1], [0.0, -0.1, 0.0], [0.0, 0.0, 0.0], [0.0, 0.0, 0.0], [0.2, 0.0, 0.0], [0.0, 0.0, -0.1], [0.0, 0.0, 0.0], [0.1, 0.0, 0.0], [0.0, 0.0, -0.1], [0.0, 0.0, 0.0], [0.0, 0.0, 0.0], [0.0, 0.0, 0.1], [0.1, 0.0, 0.1], [0.0, -0.1, 0.0], [0.1, 0.0, 0.0], [0.0, 0.0, 0.0], [0.0, 0.0, 0.0], [0.0, -0.1, 0.0], [0.0, 0.0, 0.1], [0.1, -0.1, 0.0], [-0.1, 0.0, -0.1], [-0.1, -0.1, 0.0], [0.0, 0.0, -0.1], [0.0, 0.1, 0.0], [0.0, 0.1, 0.0], [-0.5, 0.4, 0.0], [0.0, 0.0, 0.1], [0.0, 0.0, 0.0], [0.0, 0.1, 0.0]],
  "lowdin_charge": [1.437, -0.072, -0.131, 0.118, 0.714, 0.112, -0.057, 0.120, 0.065, -0.064, 0.107, 0.137, -0.562, -0.036, -0.102, 0.111, -0.040, 0.001, -0.405, 0.111, 0.092, -0.119, 0.084, -0.146, 0.108, 0.100, -0.355, 0.709, -0.363, 0.093, -0.353, 0.098, -0.073, 1.011, 0.091, -0.022, 0.100, 0.108, -0.125, -0.014, 0.052, -0.581, -0.072, 0.094, -0.662, 0.081, -0.118, -0.348, 0.101, 0.048, 0.144, -0.076, 0.113, 0.142, -0.279, 0.096, -0.180, -0.982, 0.107, 0.054, 0.103, 0.153, -0.072, -0.085, -0.068, 0.112, -0.079, 0.077, -0.135, -0.028, -0.029, -0.022, -0.372, 0.118, -0.135, -0.204, 0.037, 0.732, -0.167, -0.118, -0.076, -0.007, 0.090, 0.111, -0.146, -0.126, 0.073, 0.118, -0.330, 0.082, -0.031, 0.046, 0.114, -0.371, 0.135, -0.206, -0.140, -0.152, -0.180, -0.385, 0.061, 0.057, 0.110, 1.141, 0.087, 0.075, 0.078, 0.109, -0.073, 0.090, -0.019, -0.111, 0.106, -0.304, -0.070, 0.090, 0.107, 0.067, 0.145, -0.152, 0.107, 0.112, -0.070, -0.144, 1.393, 0.030, 0.083, 0.135]
}



[2]
{
  "formula": "C3H13N2O",
  "method": "the ωB97M-V functional and the def2-TZVPD basis",
  "energy_ha": -306.01333,
  "lumo_ev": [-7.24, -14.76],
  "charge": 2,
  "e_homo_ev": [-19.18, -18.56],
  "spin_multiplicity": 2,
  "elements": ["H", "H", "H", "H", "H", "H", "H", "H", "C", "C", "O", "N", "H", "H", "C", "H", "H", "H", "N"],
  "xyz": [[0.5391, 0.8195, -0.1938], [0.3354, -1.2151, 1.0660], [-1.0740, 1.4199, -0.7923], [-1.0023, 1.0266, 0.8083], [-3.2324, 2.7630, 1.3512], [0.0858, -2.5548, -0.2721], [2.0782, -1.7387, -1.4629], [2.3171, -1.6314, 0.2855], [-0.7880, -0.7533, -0.5626], [1.6866, -1.2384, -0.5319], [-2.2823, 2.5700, 1.7374], [-0.6118, 0.8224, -0.0993], [-2.3500, 2.2379, 2.7277], [-0.8749, -1.0621, -1.7380], [0.3145, -1.4994, 0.0228], [-1.7499, -1.0028, -0.2509], [2.2056, 0.3094, -1.5390], [2.6021, 0.5023, -0.0201], [1.8011, 0.2248, -0.5359]],
  "forces_ev_per_angstrom": [[-1.0, 0.7, 0.1], [0.2, -0.9, 0.6], [0.3, 0.4, 0.1], [-0.2, 0.5, 1.2], [2.6, -0.6, 1.7], [0.3, 0.4, 1.2], [-1.3, 0.7, 0.5], [0.0, 0.2, -0.1], [0.8, 1.9, -3.5], [1.9, 0.3, 0.5], [-1.9, -1.0, 1.1], [0.2, -3.1, -3.1], [-0.4, 1.3, -2.9], [0.3, 2.0, 2.3], [-2.0, -2.2, 0.3], [-1.7, -0.6, 1.3], [-1.6, 1.4, 1.3], [0.5, 1.2, 1.9], [3.2, -2.5, -4.5]],
  "lowdin_charge": [0.120, 0.147, 0.170, 0.111, 0.133, 0.184, 0.184, 0.172, -0.065, -0.132, -0.109, 0.237, 0.133, 0.217, -0.177, 0.126, 0.219, 0.155, 0.175]
}